Formula: C22H25N7SSn
Source: the Open Molecules 2025 dataset
Level of theory: ωB97M-V/def2-TZVPD

* energy relative to the best compared isomer or geometry (same formula, charge and spin): 0.0 kJ/mol
* charge: +2
* HOMO-LUMO gap (alpha / beta): 0.165 / 0.173 Eh
* highest occupied orbital energy (alpha / beta): -14.035 / -14.140 eV

Each line ends with the Mulliken charge.
Geometry (Å):
Sn 1.1577 -1.0605 -1.4225  0.996
S 3.9058 -0.2107 -1.0944  -0.067
N 1.7035 -1.3960 3.0247  -0.287
N 0.8341 -0.3013 2.9039  0.652
N 1.9992 -1.7777 1.8298  -0.490
N 0.7467 -3.1873 -1.2079  -0.140
N -1.1290 -1.1883 -1.0077  0.074
N 1.2767 -1.0398 0.8876  0.569
N 1.8118 1.4372 -0.9758  -0.026
C -2.8965 -0.2194 -4.8956  -0.631
C -2.1940 -0.2280 -3.6724  0.066
C -4.2886 -0.2101 -4.8908  -0.447
C -4.2790 -0.0575 -2.4939  -0.489
C -2.1887 -0.1613 -1.1194  -1.307
C -4.9843 -0.0809 -3.6873  -0.567
C 3.1521 1.3504 -1.0794  0.508
C 2.3294 1.3509 5.0175  -1.312
C 1.4304 -4.3765 -1.2509  -0.519
C -2.8777 -0.1598 -2.4746  0.801
C 3.3152 3.7679 -1.1967  -0.273
C -0.6289 -3.4856 -1.0450  0.053
C 1.8901 3.8337 -1.1518  -0.810
C 0.1463 0.2126 4.1365  -1.119
C 0.6423 -0.1216 1.5880  -0.508
C 1.2169 2.6353 -1.0571  -0.113
C 0.4062 2.8325 3.9355  -1.381
C 0.5602 -5.4347 -1.0405  -0.569
C -0.7416 -4.8752 -0.8719  -0.710
C 0.7770 1.5213 4.6642  0.636
C 3.9484 2.5230 -1.1877  -0.617
C -1.5687 -2.4120 -1.0074  0.213
H -4.7798 0.0576 -1.5543  0.387
H 0.3531 1.5176 5.6574  0.334
H 2.4731 1.8073 6.0272  0.362
H -2.9383 -0.3389 -0.3472  0.464
H -0.8909 0.3679 3.8438  0.430
H 2.4863 -4.4322 -1.2893  0.514
H 0.2548 -0.5947 4.8818  0.371
H 0.0977 0.6752 1.0773  0.460
H 0.8202 -6.4706 -1.0038  0.453
H 2.9699 1.8593 4.3112  0.319
H -1.6267 -5.3951 -0.6199  0.508
H -0.6844 2.9734 3.9859  0.373
H 2.6468 0.2968 5.0307  0.371
H 1.3065 4.7472 -1.3102  0.454
H 0.7288 2.8853 2.9050  0.281
H 0.8923 3.6345 4.5078  0.410
H -4.8329 -0.2950 -5.8260  0.397
H -2.6316 -2.6469 -1.1310  0.476
H -2.2993 -0.3457 -5.8309  0.350
H -6.0771 -0.0424 -3.6196  0.385
H 3.9275 4.6922 -1.1683  0.408
H 0.1498 2.5952 -0.8990  0.457
H -1.0961 -0.2674 -3.6850  0.093
H 5.0236 2.4265 -1.2051  0.460
H -1.7465 0.8122 -0.8952  0.295